ORCA calculation (ωB97M-V/def2-TZVPD) on H16O10V as an isolated structure at a distorted geometry.

E_tot ... -1705.80205 Eh
HOMO ... -13.15 eV
Kohn-Sham gap ... 8.68 eV
ΔE to the lowest compared entry with this formula, charge and spin ... 36.68 kcal per mole
Total charge ... +1

```
27
Properties=species:S:1:pos:R:3:forces:R:3
O 0.423962 -1.579477 0.596841 0.75 2.72 -0.76
V 0.832384 -0.039428 0.322233 -0.64 -2.40 -0.35
O 0.753158 0.175471 -1.236819 -0.13 0.04 0.84
O 1.563016 2.168033 0.726271 -0.13 0.06 0.34
H 1.147010 2.704876 1.415337 0.06 -0.03 -0.15
H 1.821485 2.798074 0.037997 -0.02 -0.27 -0.05
O -2.021861 -3.421912 -0.172127 0.10 0.15 -0.33
H -1.277931 -2.909344 -0.513871 -0.03 -0.05 0.08
H -2.605112 -3.551709 -0.928868 0.00 -0.07 0.15
O -1.091996 0.957918 0.895089 0.35 -0.05 0.26
H -1.639291 0.633818 1.625339 0.17 -0.23 -0.20
H -1.556520 1.726529 0.533477 0.20 -0.25 -0.34
O -1.629719 -2.958669 2.570646 0.15 0.18 0.01
H -2.455131 -2.472989 2.658570 -0.08 -0.22 -0.04
H -1.683831 -3.373992 1.691137 -0.13 0.19 0.25
O 3.113701 -0.118065 0.118120 -0.28 0.40 0.70
H 3.791515 -0.489821 -0.461459 -0.42 -0.21 -0.13
H 3.591327 0.407152 0.776172 -0.08 -0.16 -0.06
O 1.063604 0.024605 2.673119 0.04 0.73 0.02
H 1.092565 0.881940 3.118799 0.11 -0.22 0.11
H 0.740887 -0.600273 3.342307 0.02 -0.24 -0.45
O -0.353722 2.677901 -3.154070 0.50 0.16 0.20
H 0.519455 2.322363 -2.938970 -0.12 0.05 -0.09
H -0.192879 3.318006 -3.859506 -0.15 -0.13 0.02
O -1.706791 0.209156 -3.229899 0.37 0.22 0.17
H -1.152251 1.015577 -3.196651 -0.52 -0.40 -0.19
H -1.087031 -0.505740 -3.409216 -0.09 0.04 -0.02
```
Positions in Å, forces in eV/Å.